Below is a structure of composition C4H5NO, with properties calculated with ωB97M-V with the def2-TZVPD basis set.

Summary:
Max |F|, hartree/bohr: 0.01063
Energy above the lowest of the compared OMol25 structures with the same formula, charge and spin, kcal/mol: 81.9

Each line ends with the natural charge from an NBO analysis.
Positions of all 11 atoms, in Å:
1 O 1.618 -0.130 1.493  -0.65
2 C 0.656 -0.100 0.560  0.36
3 C 0.553 -0.642 -0.665  -0.44
4 C -0.589 0.320 -0.946  -0.05
5 N -1.739 0.047 -0.139  -0.55
6 C -0.588 0.733 0.499  -0.18
7 H 2.385 -0.442 0.988  0.49
8 H 0.827 -1.601 -1.085  0.22
9 H -0.582 1.062 -1.736  0.22
10 H -1.762 -0.947 0.085  0.35
11 H -0.780 1.701 0.944  0.22

Cartesian forces, eV/Å:
-0.02 -0.22 0.00
0.00 -0.04 -0.17
-0.03 -0.13 -0.05
-0.21 0.13 -0.39
-0.14 -0.22 0.10
0.23 0.36 0.22
0.09 -0.07 0.54
0.22 0.33 -0.21
-0.27 -0.21 0.00
-0.01 0.14 0.16
0.14 -0.09 -0.20